Record 1
{"formula": "C4H8NO2", "method": "the ωB97M-V functional and the def2-TZVPD basis", "spin_multiplicity": 1, "gap_ha": 0.33231, "e_above_lowest_kcal_mol": 108.64, "max_force_ha_per_bohr": 0.121, "charge": 1, "elements": ["C", "C", "C", "C", "N", "O", "O", "H", "H", "H", "H", "H", "H", "H", "H"], "coordinates": [[0.8971, 0.7055, 1.5338], [2.2144, 0.9597, 1.0870], [-1.7868, -0.7830, -1.5449], [-1.0990, -0.6453, -0.0961], [0.0605, 0.0637, -0.1746], [0.1105, 0.6985, 2.3709], [0.7370, 0.1125, -1.1217], [3.0059, 0.2606, 1.4137], [2.1667, 0.7323, 0.0092], [2.5244, 1.9737, 1.3409], [-1.1734, -0.4648, -2.3698], [-2.0733, -1.7614, -1.6928], [-2.7241, -0.1062, -1.6967], [-0.9528, -1.6355, 0.3706], [-1.9070, -0.1105, 0.5704]], "nbo_charge": [0.821, -0.825, -0.627, -0.367, 0.220, -0.336, -0.146, 0.327, 0.297, 0.319, 0.240, 0.236, 0.246, 0.306, 0.288]}


Record 2
{"formula": "C4H8NO2", "method": "the ωB97M-V functional and the def2-TZVPD basis", "spin_multiplicity": 1, "gap_ha": 0.34382, "e_above_lowest_kcal_mol": 57.92, "smiles": "[NH3+]C/C(O)=C/C=O", "max_force_ha_per_bohr": 0.106, "charge": 1, "elements": ["N", "C", "C", "O", "C", "C", "O", "H", "H", "H", "H", "H", "H", "H", "H"], "coordinates": [[2.2595, -0.0983, 0.6059], [1.2137, -0.6024, -0.4060], [-0.2662, 0.1827, -0.1549], [0.0088, 1.5173, -0.2851], [-1.4388, -0.4331, -0.0519], [-2.7772, 0.1782, -0.0536], [-3.7791, -0.3839, 0.2780], [2.1069, -0.2877, 1.5418], [2.3945, 0.8996, 0.4260], [3.0440, -0.6540, 0.3263], [1.5773, -0.5555, -1.4387], [0.7613, -1.6095, -0.1791], [-0.6750, 2.1990, -0.1518], [-1.5646, -1.5628, -0.0124], [-2.8651, 1.2105, -0.4446]], "nbo_charge": [-0.662, -0.289, 0.363, -0.717, -0.404, 0.387, -0.448, 0.443, 0.462, 0.446, 0.262, 0.263, 0.524, 0.262, 0.109]}


Record 3
{"formula": "C4H8NO2S", "method": "the ωB97M-V functional and the def2-TZVPD basis", "spin_multiplicity": 1, "gap_ha": 0.26115, "e_above_lowest_kcal_mol": 38.53, "smiles": "N[C@H](CCS)C(=O)[O-]", "max_force_ha_per_bohr": 0.097, "charge": -1, "elements": ["N", "C", "C", "C", "S", "C", "O", "O", "H", "H", "H", "H", "H", "H", "H", "H"], "coordinates": [[-0.8061, 0.2767, 1.6757], [-0.1725, 0.5034, 0.3697], [0.8934, -0.5098, -0.0869], [0.3696, -1.9572, -0.2042], [-0.9363, -2.1285, -1.4198], [0.4364, 2.0558, 0.3235], [0.6552, 2.3904, -0.8212], [0.7417, 2.3419, 1.4842], [-0.6882, -0.6424, 2.1726], [-0.5242, 1.1058, 2.2944], [-1.1858, 0.4220, -0.3476], [1.7412, -0.5143, 0.7088], [1.3619, -0.2050, -1.0462], [1.2446, -2.5799, -0.6063], [0.2190, -2.5821, 0.6945], [-1.8822, -1.2966, -0.5990]], "nbo_charge": [-0.931, -0.171, -0.436, -0.546, -0.091, 0.806, -0.741, -0.775, 0.335, 0.404, 0.141, 0.201, 0.231, 0.208, 0.206, 0.159]}


Record 4
{"formula": "C4H8NO2S", "method": "the ωB97M-V functional and the def2-TZVPD basis", "spin_multiplicity": 3, "s_squared": 2.011, "gap_ha": [0.25435, 0.24602], "e_above_lowest_kcal_mol": 6.80, "max_force_ha_per_bohr": 0.152, "charge": 1, "elements": ["C", "C", "C", "C", "N", "O", "O", "S", "H", "H", "H", "H", "H", "H", "H", "H"], "coordinates": [[-1.5480, 2.3405, -0.5059], [-1.5508, 1.0678, -0.0823], [0.3329, -0.8696, -0.0875], [1.5272, -2.7217, 0.7698], [-0.8720, 3.0015, -1.4529], [1.4628, -2.0623, 1.9922], [0.9647, -1.9144, -0.3367], [-0.6978, -0.0586, -1.1479], [-2.2852, 3.0484, 0.1260], [-2.0060, 0.5361, 0.6561], [0.3650, -0.5586, 1.0736], [1.0413, -3.6939, 0.7371], [2.6262, -3.1259, 0.3956], [-0.3723, 2.4764, -2.1981], [-1.1092, 3.9088, -1.8361], [2.1211, -1.3744, 1.8969]], "nbo_charge": [0.088, -0.274, -0.174, 0.202, -0.626, -0.662, -0.464, 0.469, 0.250, 0.258, 0.196, 0.201, 0.188, 0.424, 0.440, 0.483]}


Record 5
{"formula": "C4H8NO3", "method": "the ωB97M-V functional and the def2-TZVPD basis", "spin_multiplicity": 1, "gap_ha": 0.29935, "e_above_lowest_kcal_mol": 19.14, "smiles": "C[C@@H](CO)NC(=O)[O-]", "max_force_ha_per_bohr": 0.041, "charge": -1, "elements": ["C", "C", "C", "O", "N", "C", "O", "O", "H", "H", "H", "H", "H", "H", "H", "H"], "coordinates": [[0.3948, -1.3276, -2.0878], [-0.0930, -0.3525, -1.0342], [-1.5268, -0.6326, -0.6816], [-2.1035, 0.4117, 0.1041], [0.8036, -0.3998, 0.1037], [0.8927, 0.6272, 1.0591], [0.0195, 1.5389, 0.9534], [1.8326, 0.5466, 1.8636], [0.1915, -2.3549, -1.7408], [-0.1217, -1.2262, -3.0369], [1.4761, -1.2477, -2.1915], [-0.0179, 0.6457, -1.4935], [-1.6559, -1.5601, -0.0995], [-2.2144, -0.7327, -1.5340], [-1.3403, 0.8870, 0.5232], [1.5034, -1.1175, 0.0688]], "nbo_charge": [-0.605, -0.083, -0.060, -0.789, -0.698, 0.878, -0.815, -0.778, 0.188, 0.202, 0.204, 0.191, 0.145, 0.146, 0.500, 0.374]}


Record 6
{"formula": "C4H8NO3", "method": "the ωB97M-V functional and the def2-TZVPD basis", "spin_multiplicity": 1, "gap_ha": 0.26347, "e_above_lowest_kcal_mol": 37.95, "max_force_ha_per_bohr": 0.067, "charge": -1, "elements": ["C", "C", "O", "N", "H", "H", "H", "H", "H", "C", "C", "O", "O", "H", "H", "H"], "coordinates": [[2.8037, 0.2143, 1.7745], [1.7847, 0.7858, 0.8247], [1.9413, 0.7276, -0.3612], [0.6262, 1.3269, 1.5171], [3.0071, 0.8683, 2.6806], [3.7491, 0.0411, 1.2849], [-0.2582, 1.3268, 1.0284], [0.7419, 1.9646, 2.2403], [2.4757, -0.7485, 2.1013], [-2.2061, -2.0001, -1.5840], [-1.7644, -0.6077, -0.9497], [-0.8400, -0.0087, -1.5406], [-2.4507, -0.2493, -0.0034], [-1.4215, -2.7115, -1.8367], [-2.7978, -1.8054, -2.4858], [-2.7922, -2.3344, -0.7840]], "nbo_charge": [-0.709, 0.686, -0.530, -0.900, 0.199, 0.215, 0.434, 0.367, 0.231, -0.759, 0.773, -0.788, -0.796, 0.185, 0.191, 0.201]}


Record 7
{"formula": "C4H8NO3", "method": "the ωB97M-V functional and the def2-TZVPD basis", "spin_multiplicity": 1, "gap_ha": 0.28756, "e_above_lowest_kcal_mol": 46.49, "smiles": "C[C@@H](O)CNC(=O)[O-]", "max_force_ha_per_bohr": 0.120, "charge": -1, "elements": ["C", "C", "O", "C", "N", "C", "O", "O", "H", "H", "H", "H", "H", "H", "H", "H"], "coordinates": [[-1.4281, -0.8475, 0.2130], [-0.2038, -0.5488, 1.1078], [0.4938, -1.7221, 1.4557], [0.9154, 0.3252, 0.4118], [0.4294, 1.4908, -0.3908], [0.6671, 1.4927, -1.8478], [-0.0299, 2.4008, -2.3219], [1.5247, 0.7097, -2.3450], [-1.9994, -0.0590, -0.2812], [-2.2023, -1.4997, 0.8176], [-1.1768, -1.6846, -0.5269], [-0.4600, -0.1090, 2.0634], [0.9017, -2.0801, 0.6227], [1.4706, 0.6383, 1.3716], [1.5171, -0.3492, -0.1843], [-0.4194, 1.8424, -0.1658]], "nbo_charge": [-0.648, 0.082, -0.730, -0.226, -0.720, 0.873, -0.798, -0.805, 0.230, 0.187, 0.207, 0.160, 0.461, 0.155, 0.211, 0.360]}


Record 8
{"formula": "C4H8NO3", "method": "the ωB97M-V functional and the def2-TZVPD basis", "spin_multiplicity": 1, "gap_ha": 0.27809, "e_above_lowest_kcal_mol": 26.08, "max_force_ha_per_bohr": 0.061, "charge": -1, "elements": ["C", "C", "O", "O", "H", "H", "H", "C", "C", "O", "N", "H", "H", "H", "H", "H"], "coordinates": [[1.5339, -1.3797, 1.1795], [0.8680, -2.0442, -0.0313], [-0.3966, -2.0091, -0.1168], [1.5550, -2.8249, -0.7353], [2.6186, -1.4077, 1.1263], [1.1438, -1.9241, 2.0398], [1.1442, -0.3616, 1.2169], [-0.0927, 0.7776, -0.9695], [-1.3133, 1.6398, -0.8631], [-1.8632, 2.2536, -1.7607], [-1.8731, 1.7126, 0.4077], [-2.4311, 2.5521, 0.4917], [-1.3590, 1.4760, 1.2442], [-0.3715, -0.1667, -0.4667], [0.8726, 1.2180, -0.7394], [-0.0355, 0.4885, -2.0231]], "nbo_charge": [-0.732, 0.744, -0.804, -0.768, 0.202, 0.211, 0.190, -0.790, 0.697, -0.643, -0.840, 0.375, 0.384, 0.313, 0.226, 0.235]}


Record 9
{"formula": "C4H8NO3", "method": "the ωB97M-V functional and the def2-TZVPD basis", "spin_multiplicity": 1, "gap_ha": 0.29944, "e_above_lowest_kcal_mol": 36.03, "max_force_ha_per_bohr": 0.017, "charge": -1, "elements": ["N", "C", "O", "O", "H", "H", "C", "C", "C", "O", "H", "H", "H", "H", "H", "H"], "coordinates": [[0.5570, -0.2959, -2.8946], [-0.4199, 0.0943, -1.9179], [-1.2377, -0.8005, -1.5981], [-0.3165, 1.2657, -1.4909], [0.2764, -1.0955, -3.4353], [0.9409, 0.4643, -3.4284], [0.5612, 1.4037, 1.4077], [0.4006, -0.0216, 1.8234], [-0.6032, -0.7760, 1.4209], [-0.7393, -2.0823, 1.8538], [1.3404, 1.4977, 0.6493], [-0.3443, 1.8506, 1.0133], [0.9065, 2.0016, 2.2635], [1.1338, -0.4882, 2.4750], [-1.3522, -0.4142, 0.7263], [-1.1035, -2.6035, 1.1321]], "nbo_charge": [-0.920, 0.864, -0.830, -0.812, 0.356, 0.356, -0.625, -0.293, 0.127, -0.726, 0.222, 0.239, 0.172, 0.179, 0.212, 0.479]}


Record 10
{"formula": "C4H8NO3", "method": "the ωB97M-V functional and the def2-TZVPD basis", "spin_multiplicity": 2, "s_squared": 0.758, "gap_ha": [0.35902, 0.19541], "e_above_lowest_kcal_mol": 7.16, "max_force_ha_per_bohr": 0.044, "elements": ["C", "C", "O", "N", "H", "H", "H", "H", "H", "C", "C", "O", "O", "H", "H", "H"], "coordinates": [[-1.1510, -1.3677, -1.4854], [-1.2373, -0.1331, -2.2993], [-1.7543, -0.0547, -3.4027], [-0.8284, 1.0311, -1.6973], [-0.7663, 1.8980, -2.1968], [-0.3873, 1.0152, -0.7783], [-1.6421, -2.1868, -1.9736], [-1.5309, -1.0706, -0.4887], [-0.1476, -1.7077, -1.2171], [1.6798, 0.6207, 2.7370], [0.9025, 0.0260, 1.5997], [0.0848, 0.7691, 0.9787], [1.0350, -1.1196, 1.1714], [2.6343, 0.1349, 2.9760], [1.0482, 0.5327, 3.6178], [2.0606, 1.6124, 2.4586]], "nbo_charge": [-0.721, 0.666, -0.622, -0.845, 0.396, 0.400, 0.241, 0.231, 0.238, -0.756, 0.756, -0.408, -0.342, 0.251, 0.258, 0.258]}